7 unconnected molecules or ions with the total composition C5H24N2O6. Source: OMol25; level of theory: wB97M-V/def2-TZVPD.

Last column: Löwdin charge in e.
CARTESIAN COORDINATES (ANGSTROEM)
1 C 3.289 0.515 2.353  -0.108
2 C 1.778 0.357 2.577  -0.410
3 C 1.190 0.027 1.218  -0.207
4 C -0.210 0.617 1.129  -0.128
5 C -0.524 1.916 1.181  -0.234
6 N -1.832 2.400 1.104  0.012
7 N 1.494 -0.916 3.407  0.000
8 H 3.799 1.376 2.865  0.080
9 H 3.666 0.639 1.306  0.074
10 H 4.005 -0.234 2.658  0.053
11 H 1.502 1.276 3.135  0.139
12 H 1.728 0.459 0.344  0.099
13 H 1.358 -1.050 0.902  0.130
14 H -0.994 -0.033 0.861  0.069
15 H 0.212 2.628 1.474  0.109
16 H -2.680 1.783 1.373  0.129
17 H -2.149 3.173 0.519  0.083
18 H 2.014 -0.802 4.270  0.042
19 H 2.135 -1.703 2.952  0.110
20 H -0.166 1.371 -1.494  0.029
21 H -0.477 2.434 -2.683  0.089
22 O -0.479 2.325 -1.673  -0.152
23 H -2.944 1.032 -0.959  0.016
24 H -2.278 1.822 -2.093  0.010
25 O -2.984 1.137 -1.939  -0.107
26 H -1.801 -3.756 1.091  0.097
27 H -1.558 -2.355 0.814  0.005
28 O -2.221 -2.992 0.583  -0.065
29 H -0.491 -0.813 -1.795  0.009
30 H 0.582 -0.570 -2.828  -0.043
31 O -0.104 -0.191 -2.371  -0.004
32 H -1.979 -2.696 -1.456  0.010
33 H -1.533 -3.599 -2.583  0.023
34 O -1.248 -2.895 -2.037  -0.034
35 H 2.726 -1.907 -3.093  0.095
36 H 2.391 -0.436 -2.458  0.049
37 O 2.300 -1.012 -3.235  -0.068

The calculation puts the energy above the lowest of the compared OMol25 structures with the same formula, charge and spin at 343.8 kJ/mol. Its spin multiplicity is 1. As for the charge: 0. Its SMILES is C[C@H](N)C/C=C/N.O.O.O.O.O.O. Its HOMO energy is -0.2970 Eh. The calculation puts the frontier orbital gap at 8.34 eV. The value obtained for the strongest force on any atom is 3.84 eV/A. The value obtained for the LUMO energy is 0.26 eV.